Arrangement 1

The following is a DFT calculation (ωB97M-V/def2-TZVPD) of a cluster of 3 separate species, C4H17N2O2 in total.

Structure (XYZ):
```
25
Properties=species:S:1:pos:R:3:mulliken_charge:R:1
N 2.013 0.387 0.526 -0.30
H -3.266 -0.256 2.209 0.36
H -0.027 0.674 0.992 0.38
C 0.551 0.181 -1.547 -1.04
O -3.113 0.642 1.852 -0.67
H -1.433 -0.261 -0.919 0.34
H 2.884 0.000 -2.582 0.37
H -2.180 -2.728 2.466 0.32
H 2.659 -0.110 1.160 0.34
O -2.767 -2.034 2.107 -0.67
H 0.272 -0.563 -2.294 0.41
H -3.527 -2.529 1.738 0.34
H -1.127 1.477 -1.504 0.30
H 3.795 0.492 -1.275 0.45
N -0.827 1.109 0.517 -0.15
C 3.095 -0.299 -1.550 -1.23
H -1.614 0.679 1.068 0.24
H -0.868 2.113 0.705 0.41
H -3.977 1.029 1.768 0.31
H 0.939 1.018 -2.133 0.48
H 2.465 1.296 0.338 0.36
H 3.586 -1.270 -1.506 0.34
H 1.484 -1.349 -0.520 0.43
C -0.812 0.629 -0.907 -0.52
C 1.795 -0.328 -0.710 0.41
```

Computed properties:
- HOMO-LUMO gap (spin up / spin down): 11.3 / 5.3 eV
- Total charge: +2
- 2S+1: 2
- LUMO energy (spin up / spin down): -6.8 / -12.9 eV

=====

Arrangement 2

The following is a DFT calculation (ωB97M-V/def2-TZVPD) of a cluster of 3 separate species, C4H17N2O2 in total.

Structure (XYZ):
```
25
Properties=species:S:1:pos:R:3:mulliken_charge:R:1
H 0.393 -3.325 0.579 0.46
C 0.142 -2.241 0.177 -0.55
H 1.634 -0.939 1.185 0.35
C 1.115 -0.123 -0.774 -0.56
C -2.274 -2.441 1.155 -0.76
H -0.264 -2.395 -0.734 0.46
O 0.999 3.120 1.110 -0.72
H -2.103 -3.500 1.004 0.33
H -0.716 -1.376 2.034 0.37
H -0.336 1.320 -1.160 0.44
H -0.446 2.157 -3.175 0.29
C 1.274 -1.335 0.208 -0.62
H 0.419 1.480 0.368 0.29
N -0.999 -1.589 1.068 -0.18
H -2.815 -2.317 2.070 0.38
H -3.003 -1.974 0.325 0.33
H 2.151 0.396 -0.797 0.30
H 0.786 -0.479 -1.818 0.32
H 1.669 2.963 1.824 0.35
O -0.370 2.498 -2.364 -0.65
N 0.054 0.751 -0.279 -0.09
H -0.117 3.444 -2.645 0.33
H 1.365 3.991 0.713 0.35
H 2.249 -1.894 -0.087 0.35
H -0.819 0.222 0.235 0.43
```

Computed properties:
- HOMO-LUMO gap (spin up / spin down): 12.1 / 6.4 eV
- Total charge: +2
- 2S+1: 2
- LUMO energy (spin up / spin down): -6.5 / -12.2 eV

=====

arrangement 1 wins, 20.3 kcal/mol ahead of the next structure.

=====

Arrangement 1

The following is a DFT calculation (ωB97M-V/def2-TZVPD) of a cluster of 2 separate species, C5H13NOP in total.

Structure (XYZ):
```
21
Properties=species:S:1:pos:R:3:mulliken_charge:R:1
C 1.970 1.747 -0.781 -1.28
H -4.080 1.671 -0.470 0.33
H 2.303 2.184 0.106 0.37
C 0.545 -0.097 2.259 -0.96
H 1.212 2.456 -1.323 0.30
H -1.013 -3.150 -0.232 0.31
H 0.116 -2.693 -1.517 0.31
H -0.412 -0.119 2.786 0.33
H 1.352 -0.794 2.297 0.36
H 2.819 1.918 -1.340 0.43
H -1.166 -1.738 -1.459 0.34
H 1.301 -0.182 -1.683 0.43
C 1.545 0.277 -0.781 -0.56
H -3.501 0.313 0.858 0.23
H 2.244 -0.503 -0.562 0.48
H 1.103 0.886 2.602 0.39
C -0.583 -2.419 -0.799 -0.70
C -3.384 1.007 -0.051 -0.17
O -0.089 -1.654 0.303 -0.28
N -2.373 0.974 -0.682 -0.27
P 0.091 -0.084 0.467 0.60
```

Computed properties:
- HOMO-LUMO gap (spin up / spin down): 9.2 / 7.2 eV
- Total charge: +1
- LUMO energy (spin up / spin down): -4.3 / -6.3 eV

=====

Arrangement 2

The following is a DFT calculation (ωB97M-V/def2-TZVPD) of a cluster of 2 separate species, C5H13NOP in total.

Structure (XYZ):
```
21
Properties=species:S:1:pos:R:3:mulliken_charge:R:1
H 3.512 -0.904 1.711 0.40
C 2.698 -0.589 1.046 0.04
H 2.289 0.552 -2.195 0.27
H -2.651 -0.098 -2.388 0.37
H -2.283 1.960 -0.273 0.12
C -2.791 -0.104 1.086 -0.88
H -1.012 0.267 -2.382 0.34
C 2.233 0.556 -1.069 -0.68
H -1.547 -1.176 -1.623 0.34
C 2.756 -0.538 -0.454 -0.20
H -2.090 -0.899 1.431 0.27
H 3.103 -1.440 -0.990 0.35
N 1.762 -0.045 1.755 -0.24
H 1.525 -0.399 2.719 0.33
P -1.613 0.632 -0.197 0.36
H -2.937 0.712 1.831 0.30
H 1.888 1.413 -0.535 0.37
O -0.213 0.625 0.297 -0.61
C -1.722 -0.198 -1.800 -0.96
H -3.775 -0.615 0.745 0.34
H 0.871 0.287 1.285 0.38
```

Computed properties:
- HOMO-LUMO gap: 9.7 eV
- Total charge: +1
- LUMO energy: -4.5 eV

=====

arrangement 2 wins, 96.4 kcal/mol ahead of the next structure.

=====

Arrangement 1

The following is a DFT calculation (ωB97M-V/def2-TZVPD) of an isolated molecule of C7H12N2O2.

Structure (XYZ):
```
23
Properties=species:S:1:pos:R:3:mulliken_charge:R:1
O 3.101 0.273 -1.638 -0.53
C 2.262 -0.507 -1.288 0.72
H 1.111 2.150 -1.154 0.43
H 1.374 1.660 0.510 0.37
O 0.066 -0.629 1.191 0.01
H 0.052 2.764 0.330 0.42
H 2.781 -1.620 0.363 0.22
N -0.071 -0.127 -1.422 -0.14
C 0.614 1.917 -0.213 -1.68
N 0.960 -0.557 -1.814 -0.51
C 2.627 -1.873 -0.636 -1.02
H -1.027 -0.569 2.920 0.37
H 1.760 -2.580 -0.606 0.31
C -1.669 1.655 -1.105 -1.62
C -0.858 0.148 0.756 -1.23
H 3.487 -2.268 -1.085 0.40
C -0.463 0.867 -0.518 2.40
C -0.077 -0.999 2.545 -0.64
H 0.659 -0.525 3.218 0.28
H -2.503 1.096 -1.424 0.42
H -1.360 2.337 -2.005 0.31
H 0.217 -2.071 2.623 0.25
H -1.980 2.325 -0.396 0.48
```

Computed properties:
- HOMO-LUMO gap: 8.3 eV
- LUMO energy: 0.2 eV

=====

Arrangement 2

The following is a DFT calculation (ωB97M-V/def2-TZVPD) of a cluster of 2 separate species, C7H12N2O2 in total.

Structure (XYZ):
```
23
Properties=species:S:1:pos:R:3:mulliken_charge:R:1
H 2.371 -0.477 2.176 0.40
H -1.245 1.856 -2.287 0.34
C -1.562 -0.645 1.235 -1.34
H 2.009 2.333 -0.105 0.35
C -1.513 -0.355 -0.232 0.45
N 1.160 -1.926 -0.623 -0.62
H -2.009 -1.211 -2.243 0.29
H -0.943 -2.208 -1.002 0.29
H 3.225 1.036 1.637 0.41
C 1.793 1.424 -0.567 -1.02
H -0.854 0.062 1.490 0.40
N -1.173 0.831 -0.610 0.81
C 1.841 0.344 0.231 0.89
H -2.548 -2.052 -0.864 0.46
H -2.547 -0.552 1.453 0.43
O -1.200 0.978 -2.019 -0.51
H 1.462 1.057 2.226 0.27
C 2.326 0.452 1.696 -1.41
O -0.868 1.795 0.097 -0.74
H -1.214 -1.655 1.411 0.30
C 1.502 -0.857 -0.316 0.36
C -1.755 -1.466 -1.185 -1.16
H 1.743 1.235 -1.596 0.37
```

Computed properties:
- HOMO-LUMO gap: 9.0 eV
- LUMO energy: 0.6 eV
- SMILES string: CC(C)=[N+]([O-])O.C=C(C)C#N

=====

Arrangement 3

The following is a DFT calculation (ωB97M-V/def2-TZVPD) of a structure of composition C7H12N2O2.

Structure (XYZ):
```
23
Properties=species:S:1:pos:R:3:mulliken_charge:R:1
O 4.101 0.131 -0.406 -0.53
H 4.074 1.881 -1.260 0.31
H -1.332 -0.895 -2.488 0.31
C 1.197 -1.486 -0.421 0.10
H 1.183 -2.158 1.937 0.32
H -2.609 0.008 1.412 0.23
C 3.415 1.260 -0.632 0.06
H 3.405 -0.705 -0.371 0.40
C -2.667 0.348 -0.996 -0.46
H -1.521 1.292 0.738 0.26
C 0.157 -1.579 1.685 -1.07
N 0.113 -1.297 0.301 0.22
C -1.571 -0.539 -1.426 -0.72
H 1.061 -1.262 -1.451 0.44
H 0.239 -0.756 2.344 0.41
H -0.621 -2.395 2.014 0.30
C -2.022 0.395 0.430 -0.65
H 1.921 2.269 -1.036 0.19
H -3.653 -0.004 -1.076 0.33
O 2.286 -1.787 0.013 -0.71
N 2.147 1.321 -0.702 -0.48
H -2.548 1.257 -1.568 0.22
C -1.068 -0.605 -0.175 0.50
```

Computed properties:
- HOMO-LUMO gap: 9.7 eV
- LUMO energy: 0.9 eV

=====

arrangement 3 wins, 59.1 kcal/mol ahead of the next structure.

=====

Arrangement 1

The following is a DFT calculation (ωB97M-V/def2-TZVPD) of a structure of composition CH4S2.

Structure (XYZ):
```
7
Properties=species:S:1:pos:R:3:mulliken_charge:R:1
H -1.416 0.169 1.258 0.17
H -0.443 -1.261 -0.067 0.23
C 0.730 0.461 -0.229 -0.25
S -1.552 -0.668 -0.260 -0.30
H 1.097 1.171 -1.100 0.22
H 0.007 1.008 0.523 0.21
S 1.578 -0.880 -0.126 -0.27
```

Computed properties:
- HOMO-LUMO gap: 8.0 eV
- LUMO energy: -0.7 eV

=====

Arrangement 2

The following is a DFT calculation (ωB97M-V/def2-TZVPD) of an isolated molecule of CH4S2.

Structure (XYZ):
```
7
Properties=species:S:1:pos:R:3:mulliken_charge:R:1
C 0.287 -0.664 -0.525 -0.76
H -1.499 1.267 1.266 0.16
S 0.858 1.087 -0.571 -0.04
H 0.905 -1.246 0.109 0.33
S -0.244 1.303 1.779 -0.24
H 0.553 -1.094 -1.609 0.26
H -0.859 -0.654 -0.448 0.29
```

Computed properties:
- HOMO-LUMO gap: 7.8 eV
- LUMO energy: -1.6 eV
- SMILES string: CSS

=====

arrangement 2 wins, 51.4 kcal/mol ahead of the next structure.